[1]
C4H9NO3 in the gas phase at a distorted geometry, computed with the ωB97M-V functional and the def2-TZVPD basis.

Computed properties:
structure (SMILES): C[C@@](N)(CO)C(=O)O
calculated total energy: -11923.0133 eV
largest force on an atom: 16.0 eV/Å
highest occupied orbital energy: -10.007 eV
LUMO level: 0.67 eV
ΔE to the lowest compared entry with this formula, charge and spin: 4.528 eV

Cartesian coordinates (Å):
O  -2.00  -1.16  0.04
O  2.30  -0.70  -0.08
O  0.64  -2.14  0.16
N  -0.32  0.27  1.53
C  -1.19  -0.19  -0.64
C  0.63  1.49  -0.39
C  1.06  -0.89  0.06
C  0.10  0.22  0.18
H  0.51  0.63  2.01
H  1.88  1.69  -0.03
H  -0.05  2.34  -0.35
H  1.47  -2.89  0.29
H  0.90  1.33  -1.64
H  -1.65  0.74  -0.63
H  -0.76  -0.63  -1.62
H  -2.56  -1.19  -0.52
H  -0.96  1.10  1.66


[2]
6 unconnected molecules or ions with the total composition H12O6 at a distorted geometry, computed with the ωB97M-V functional and the def2-TZVPD basis.

Computed properties:
structure (SMILES): O.O.O.O.O.O
calculated total energy: -12478.4824 eV
largest force on an atom: 9.7 eV/Å
highest occupied orbital energy: -10.679 eV
LUMO level: -0.35 eV
ΔE to the lowest compared entry with this formula, charge and spin: 2.631 eV

Cartesian coordinates (Å):
O  0.87  -1.79  -1.61
O  -2.97  -0.09  -1.96
O  0.82  0.53  0.24
O  2.25  3.05  0.61
O  -1.91  0.66  0.47
O  1.89  -1.66  1.75
H  -2.52  1.02  1.28
H  0.17  -2.30  -1.28
H  1.30  -2.25  2.13
H  0.64  -1.27  -2.39
H  -2.53  0.40  -1.22
H  -0.12  0.76  0.43
H  -1.88  -0.16  0.68
H  1.46  -1.13  1.16
H  0.88  -0.06  -0.43
H  -3.35  -0.93  -1.65
H  1.83  2.23  0.70
H  3.18  2.99  1.06


[3]
C3H5NO in the gas phase at a distorted geometry, computed with the ωB97M-V functional and the def2-TZVPD basis.

Computed properties:
structure (SMILES): [H]/N=C/[C@@H]1CO1
calculated total energy: -6727.1126 eV
largest force on an atom: 3.3 eV/Å
highest occupied orbital energy: -9.957 eV
LUMO level: 1.06 eV
ΔE to the lowest compared entry with this formula, charge and spin: 2.460 eV

Cartesian coordinates (Å):
O  1.46  0.94  0.20
N  -2.01  0.22  -0.27
C  -0.99  0.28  0.43
C  0.29  0.41  -0.40
C  1.43  -0.51  -0.04
H  -2.89  -0.13  0.15
H  2.05  -0.98  -0.88
H  0.02  0.68  -1.50
H  1.33  -1.06  0.85
H  -0.69  0.15  1.45


[4]
A gas-phase ion, C3H9N2 (charge +1) at a distorted geometry, computed with the ωB97M-V functional and the def2-TZVPD basis.

Computed properties:
structure (SMILES): CC/[NH+]=C/N
calculated total energy: -6228.7536 eV
largest force on an atom: 2.1 eV/Å
highest occupied orbital energy: -14.208 eV
LUMO level: -5.75 eV
ΔE to the lowest compared entry with this formula, charge and spin: 2.295 eV
total charge: +1

Cartesian coordinates (Å):
N  0.43  0.18  0.28
N  0.66  2.45  0.02
C  -0.38  -0.72  -0.56
C  -0.54  -2.15  -0.06
C  0.15  1.45  0.67
H  0.45  3.44  0.14
H  -1.61  -2.38  -0.15
H  1.42  2.28  -0.64
H  -1.31  -0.20  -0.79
H  -0.12  1.72  1.69
H  0.03  -2.86  -0.64
H  -0.56  -2.25  1.03
H  0.05  -0.81  -1.57
H  1.34  -0.15  0.58


[5]
C4H9NOS2 in the gas phase at a distorted geometry, computed with the ωB97M-V functional and the def2-TZVPD basis.

Computed properties:
calculated total energy: -29495.5437 eV
largest force on an atom: 5.4 eV/Å
highest occupied orbital energy (spin up / spin down): -6.074 / -9.260 eV
LUMO level (spin up / spin down): 0.70 / -0.85 eV
ΔE to the lowest compared entry with this formula, charge and spin: 1.012 eV
2S+1: 3
expectation value of S²: 2.0089

Cartesian coordinates (Å):
S  2.94  0.45  0.70
S  -2.51  1.42  0.18
O  -1.19  -1.13  -0.79
N  -0.33  0.00  -0.76
C  -1.43  -1.66  0.56
C  2.11  0.47  -0.95
C  -1.03  1.28  -0.73
C  0.98  -0.40  -1.05
H  -3.31  1.01  -0.80
H  3.02  0.06  -1.45
H  -0.29  2.07  -0.63
H  -2.27  -1.44  1.05
H  -0.58  -1.44  1.20
H  1.96  0.88  1.47
H  2.00  1.55  -1.43
H  -1.41  -2.79  0.55
H  1.01  -1.45  -1.09


[6]
C5H8O in the gas phase, computed with the ωB97M-V functional and the def2-TZVPD basis.

Computed properties:
structure (SMILES): CC1CC(=O)C1
calculated total energy: -7361.2787 eV
largest force on an atom: 0.8 eV/Å
highest occupied orbital energy: -9.505 eV
LUMO level: 1.01 eV
ΔE to the lowest compared entry with this formula, charge and spin: 0.977 eV

Cartesian coordinates (Å):
O  2.59  0.02  -1.34
C  -1.44  0.38  0.81
C  1.07  -0.08  0.63
C  1.51  0.01  -0.82
C  -0.35  -0.49  0.15
C  0.08  -0.16  -1.34
H  -1.29  1.45  0.59
H  1.08  0.90  1.12
H  1.62  -0.81  1.22
H  -0.57  -1.55  0.31
H  -0.47  0.75  -1.55
H  0.00  -0.83  -2.21
H  -2.47  0.12  0.54
H  -1.35  0.28  1.90


[7]
A molecular structure, C50H33AsCl4FeN7O, computed with the ωB97M-V functional and the def2-TZVPD basis.

Computed properties:
calculated total energy: -210181.0054 eV
largest force on an atom: 0.9 eV/Å
highest occupied orbital energy (spin up / spin down): -3.005 / -4.749 eV
LUMO level (spin up / spin down): 1.30 / 0.59 eV
total charge: -1
2S+1: 5
expectation value of S²: 6.0714

Cartesian coordinates (Å):
As  0.05  -0.15  2.21
Fe  -0.14  -0.02  -0.36
Cl  6.86  -5.57  2.42
Cl  5.24  6.23  -4.92
Cl  -0.82  5.85  5.07
Cl  -5.27  -7.23  -3.70
O  -2.41  1.73  -1.78
N  0.10  -1.98  -0.40
N  -0.32  1.96  -0.70
N  -5.41  -1.14  1.29
N  -3.35  1.54  0.26
N  1.82  0.17  -0.64
N  -5.99  3.17  1.85
N  -2.13  -0.35  -0.69
C  4.29  5.15  -3.94
C  2.74  3.42  -2.38
C  2.49  1.30  -1.11
C  -1.64  2.53  -0.87
C  -2.90  -3.87  -1.79
C  -4.95  -5.15  -2.00
C  1.21  -2.63  0.05
C  3.48  -3.47  2.03
C  5.60  -4.53  1.79
C  -3.03  -5.76  -3.31
C  -3.92  -1.11  -1.96
C  -4.35  -5.95  -2.95
C  -0.85  -2.96  -0.66
C  1.85  0.02  2.95
C  -2.31  -4.72  -2.73
C  0.54  2.74  -1.40
C  5.76  -3.96  0.54
C  -1.44  3.85  -1.56
C  -2.37  3.98  3.90
C  3.63  5.63  -2.82
C  -1.36  4.89  3.73
C  4.75  -3.14  0.04
C  0.94  -4.04  0.15
C  1.89  2.48  -1.59
C  4.07  -0.11  -0.36
C  -2.78  3.20  2.83
C  -0.44  -1.88  2.96
C  3.59  -2.87  0.77
C  -2.47  2.47  0.40
C  -0.17  3.92  -1.93
C  -2.13  -2.73  -1.21
C  -3.02  0.73  -1.00
C  4.20  3.81  -4.28
C  2.49  -2.03  0.22
C  -2.19  3.32  1.57
C  3.44  2.95  -3.50
C  -5.33  2.31  1.45
C  -4.22  -4.12  -1.42
C  -2.67  -1.46  -1.26
C  3.89  1.12  -0.94
C  -4.18  0.17  -1.75
C  -0.81  0.93  3.60
C  -5.00  -0.08  1.11
C  -4.52  1.26  0.98
C  2.87  4.76  -2.05
C  4.47  -4.29  2.54
C  2.77  -0.71  -0.22
C  -1.15  4.26  1.44
C  -0.34  -4.24  -0.30
C  -0.74  5.04  2.50
H  2.50  -0.76  2.55
H  -5.00  0.78  -2.11
H  2.59  -3.27  2.62
H  4.73  3.44  -5.16
H  -3.54  2.46  3.02
H  -0.64  1.98  3.41
H  3.35  1.91  -3.77
H  -2.85  3.87  4.87
H  0.07  5.75  2.38
H  -0.66  4.37  0.48
H  -1.48  -2.10  2.69
H  1.82  -0.05  4.04
H  -0.34  -1.87  4.04
H  6.65  -4.16  -0.04
H  -4.52  -1.80  -2.53
H  4.65  1.85  -1.20
H  -4.68  -3.50  -0.65
H  2.27  0.98  2.66
H  -0.87  -5.18  -0.37
H  -5.98  -5.32  -1.71
H  -1.88  0.74  3.61
H  1.64  -4.79  0.48
H  -2.26  4.52  -1.78
H  4.36  -4.74  3.53
H  -0.39  0.67  4.57
H  0.18  -2.67  2.53
H  0.28  4.70  -2.53
H  3.72  6.68  -2.56
H  2.38  5.14  -1.16
H  -2.57  -6.41  -4.05
H  -1.28  -4.56  -3.02
H  5.00  -0.55  -0.05
H  4.85  -2.72  -0.96


[8]
A gas-phase ion, C7H13N2 (charge +1) at a distorted geometry, computed with the ωB97M-V functional and the def2-TZVPD basis.

Computed properties:
calculated total energy: -10439.1187 eV
largest force on an atom: 5.6 eV/Å
highest occupied orbital energy: -13.337 eV
LUMO level: -4.68 eV
ΔE to the lowest compared entry with this formula, charge and spin: 5.079 eV
total charge: +1

Cartesian coordinates (Å):
N  0.45  1.10  1.94
N  -0.12  -0.96  2.93
C  0.85  1.25  -0.51
C  -0.01  -0.10  1.94
C  0.46  2.03  0.81
C  -0.23  0.38  -1.16
C  -0.48  -1.81  -2.54
C  0.02  -1.13  -1.28
C  -0.93  -0.57  -0.31
H  -0.22  -0.76  3.89
H  1.25  1.98  -1.37
H  0.61  1.74  2.75
H  -0.94  1.00  -1.79
H  -1.98  -0.69  -0.26
H  -1.30  -1.17  -2.98
H  -0.45  2.55  0.64
H  1.00  -1.38  -0.81
H  1.27  2.75  1.04
H  0.32  -1.90  -3.13
H  -0.17  -1.95  2.71
H  -0.92  -2.79  -2.27
H  1.51  0.42  -0.24


[9]
C13H13N2O4PS in the gas phase at a distorted geometry, computed with the ωB97M-V functional and the def2-TZVPD basis.

Computed properties:
structure (SMILES): NCCC1=C(P(O)(O)=S)C(=O)C(c2cccnc2)=CC1=O
calculated total energy: -44980.5521 eV
largest force on an atom: 5.7 eV/Å
highest occupied orbital energy: -8.953 eV
LUMO level: -1.73 eV

Cartesian coordinates (Å):
S  3.48  0.94  -2.05
P  2.36  1.92  -0.77
O  2.31  -1.49  -0.22
O  1.20  2.76  -1.75
O  -0.32  0.15  3.57
O  3.40  2.99  0.05
N  -2.10  2.80  1.46
N  -1.88  -2.93  -2.99
C  0.48  2.79  1.85
C  -0.82  -4.99  -1.63
C  0.58  1.23  1.48
C  -0.78  3.37  0.98
C  -0.93  -1.03  1.41
C  -1.60  -4.30  -2.76
C  -0.65  -2.56  -0.77
C  -0.24  0.11  2.32
C  1.32  -0.81  0.08
C  -0.27  -4.05  -0.49
C  -0.15  -1.47  0.29
C  1.37  0.79  0.36
C  -1.42  -2.04  -1.99
H  -1.62  -0.91  -2.06
H  -1.95  2.25  2.33
H  -0.80  4.52  0.97
H  -0.69  3.05  -0.12
H  -0.66  -6.13  -1.59
H  1.48  2.63  -2.69
H  0.29  -4.42  0.42
H  -2.01  -5.02  -3.56
H  -1.96  -1.47  1.61
H  -2.40  2.09  0.77
H  1.40  3.39  1.53
H  3.37  2.88  1.02
H  0.20  2.98  2.94